{
  "formula": "C58H159N5O38",
  "method": "ωB97M-V with the def2-TZVPD basis set",
  "symbols": ["C", "C", "O", "O", "H", "H", "H", "H", "H", "H", "C", "C", "O", "O", "H", "H", "H", "H", "H", "H", "C", "C", "O", "O", "H", "H", "H", "H", "H", "H", "C", "C", "O", "O", "H", "H", "H", "H", "H", "H", "C", "C", "O", "O", "H", "H", "H", "H", "H", "H", "C", "C", "O", "O", "H", "H", "H", "H", "H", "H", "C", "C", "O", "O", "H", "H", "H", "H", "H", "H", "C", "C", "O", "O", "H", "H", "H", "H", "H", "H", "C", "C", "O", "O", "H", "H", "H", "H", "H", "H", "C", "C", "O", "O", "H", "H", "H", "H", "H", "H", "C", "C", "O", "O", "H", "H", "H", "H", "H", "H", "C", "C", "O", "O", "H", "H", "H", "H", "H", "H", "C", "C", "O", "O", "H", "H", "H", "H", "H", "H", "C", "C", "O", "O", "H", "H", "H", "H", "H", "H", "C", "O", "C", "C", "N", "C", "C", "O", "C", "H", "H", "H", "H", "H", "H", "H", "H", "H", "H", "H", "H", "H", "H", "H", "C", "O", "C", "C", "N", "C", "C", "O", "C", "H", "H", "H", "H", "H", "H", "H", "H", "H", "H", "H", "H", "H", "H", "H", "C", "O", "C", "C", "N", "C", "C", "O", "C", "H", "H", "H", "H", "H", "H", "H", "H", "H", "H", "H", "H", "H", "H", "H", "C", "O", "C", "C", "N", "C", "C", "O", "C", "H", "H", "H", "H", "H", "H", "H", "H", "H", "H", "H", "H", "H", "H", "H", "C", "O", "C", "C", "N", "C", "C", "O", "C", "H", "H", "H", "H", "H", "H", "H", "H", "H", "H", "H", "H", "H", "H", "H"],
  "positions_angstrom": [[8.55709, -4.52508, -15.82043], [7.74209, -3.81597, -16.92017], [8.45853, -2.70580, -17.44926], [8.53922, -3.76868, -14.62050], [9.55531, -4.53154, -16.27735], [8.27080, -5.57183, -15.71296], [6.76430, -3.47996, -16.56797], [7.61287, -4.52222, -17.74136], [8.88675, -2.25818, -16.70897], [8.65305, -4.40099, -13.90594], [4.14239, -4.78518, -19.33048], [3.46760, -5.88976, -18.53300], [2.81917, -6.77097, -19.41363], [4.61294, -3.82293, -18.39120], [3.39363, -4.30607, -19.96604], [5.00421, -5.21906, -19.84491], [2.77540, -5.40640, -17.83365], [4.21468, -6.38408, -17.90118], [2.16408, -7.28724, -18.93878], [5.20606, -3.18326, -18.82685], [11.50544, -0.13420, -23.93898], [11.21826, -0.95348, -22.68510], [9.81880, -1.27602, -22.64793], [11.08266, 1.19839, -23.68208], [11.03342, -0.50113, -24.84625], [12.58188, -0.24025, -24.11474], [11.32208, -0.43935, -21.72264], [11.86955, -1.82420, -22.61192], [9.62919, -1.77727, -21.84655], [11.51578, 1.48146, -22.87097], [3.26588, 6.32367, -18.40491], [2.95507, 7.67071, -19.06381], [3.42591, 8.70666, -18.21160], [2.43187, 5.95452, -17.31539], [4.32247, 6.39052, -18.14277], [3.20408, 5.53159, -19.15709], [1.86898, 7.76084, -19.16180], [3.40369, 7.63291, -20.05909], [2.90630, 9.49292, -18.39626], [1.51040, 6.05778, -17.56266], [6.52065, 0.31892, -14.29247], [6.74557, 1.61453, -15.12322], [6.86154, 2.81414, -14.39304], [5.53987, 0.54371, -13.29160], [7.42580, 0.00285, -13.77431], [6.18780, -0.46086, -14.98848], [5.86652, 1.77803, -15.75206], [7.62900, 1.42335, -15.73466], [5.99241, 2.95204, -13.98620], [4.77468, 0.98777, -13.70914], [2.94926, -0.21766, -24.64719], [3.35102, -1.43324, -25.47429], [3.16345, -2.65085, -24.78286], [4.01905, 0.15590, -23.78569], [2.04468, -0.42202, -24.06907], [2.73012, 0.60925, -25.33150], [4.41113, -1.31342, -25.70746], [2.77573, -1.48006, -26.39993], [3.88761, -2.79810, -24.14469], [3.73619, -0.08266, -22.88484], [2.61301, -5.98205, -23.45693], [4.09291, -6.07794, -23.14183], [4.48330, -7.34071, -22.60660], [1.84808, -6.08169, -22.26939], [2.28595, -6.70744, -24.20951], [2.48666, -5.00186, -23.92625], [4.37039, -5.27650, -22.46346], [4.59302, -6.03345, -24.11833], [4.34282, -8.02299, -23.26781], [2.32124, -6.55731, -21.57609], [7.77272, 4.95066, -19.70407], [6.70271, 4.70151, -20.77471], [6.70262, 3.36893, -21.20654], [9.04496, 5.03712, -20.33939], [7.75061, 4.11935, -18.99621], [7.64060, 5.87772, -19.14365], [6.89769, 5.40531, -21.58858], [5.75816, 4.96993, -20.29071], [7.46424, 3.18645, -21.77047], [9.23781, 5.94216, -20.58754], [7.40557, 1.27757, -23.55156], [7.36111, 0.67886, -24.96197], [8.40811, -0.28365, -25.15245], [8.44927, 2.23536, -23.35174], [7.62777, 0.49405, -22.81004], [6.44423, 1.68325, -23.23305], [7.54671, 1.46170, -25.70126], [6.38000, 0.23679, -25.15071], [8.75874, -0.45721, -24.26574], [9.27040, 1.84422, -23.70058], [9.74753, -5.27254, -20.44145], [10.34052, -3.90694, -20.77364], [9.53239, -2.87442, -20.22314], [9.94977, -5.59943, -19.06589], [10.20301, -6.04770, -21.06206], [8.68197, -5.22135, -20.67676], [10.43263, -3.77890, -21.85224], [11.33887, -3.87492, -20.32337], [9.30955, -3.01576, -19.29354], [10.70639, -6.19209, -19.07095], [6.59549, 7.44345, -16.19622], [6.06478, 6.05538, -15.90060], [4.73295, 5.99326, -15.39967], [6.09201, 8.02502, -17.38088], [7.67801, 7.38946, -16.33330], [6.44529, 8.09708, -15.32938], [6.69319, 5.49549, -15.20631], [6.08278, 5.45745, -16.82148], [4.11576, 6.22452, -16.10724], [5.15328, 8.23878, -17.28957], [2.45625, 1.88866, -14.49602], [3.08238, 3.23885, -14.79267], [4.04720, 3.60517, -13.81870], [3.36129, 0.85924, -14.88586], [1.50889, 1.78744, -15.03692], [2.18616, 1.80928, -13.43710], [2.38446, 4.04717, -15.02213], [3.61199, 3.09436, -15.74435], [4.50541, 4.40873, -14.10947], [2.88658, 0.01463, -14.75427], [2.67182, -0.46564, -20.04642], [1.42442, 0.28508, -19.61487], [1.70357, 1.62687, -19.32414], [3.27977, 0.06254, -21.20109], [2.38016, -1.48705, -20.29981], [3.38701, -0.49274, -19.21563], [1.03104, -0.19522, -18.71204], [0.64510, 0.11022, -20.36640], [1.27056, 1.93060, -18.52777], [3.31143, 1.04342, -21.17556], [1.83123, 2.93736, -22.76933], [3.31788, 3.23272, -22.84229], [3.94511, 2.73500, -21.67842], [1.19223, 3.65004, -21.72263], [1.58407, 1.88628, -22.57894], [1.36717, 3.14866, -23.73457], [3.38864, 4.32544, -22.91777], [3.82586, 2.76645, -23.69308], [4.86722, 3.04276, -21.65816], [1.38053, 3.16335, -20.90839], [10.57323, -3.81268, -24.81748], [11.87083, -3.54650, -24.32077], [12.89795, -4.41501, -24.77312], [14.24282, -3.90622, -24.33379], [14.18450, -3.69523, -22.85739], [15.29372, -2.93918, -22.31354], [14.96113, -2.51924, -20.87845], [13.72629, -1.82788, -20.86027], [13.31513, -1.47859, -19.53266], [10.52514, -4.28531, -25.80050], [9.91582, -2.94988, -24.72088], [10.18281, -4.54876, -24.09829], [12.80968, -4.43636, -25.86641], [12.74472, -5.45982, -24.47998], [14.43274, -2.90470, -24.73674], [15.05390, -4.58036, -24.60270], [13.30295, -3.21759, -22.71609], [15.59876, -2.02407, -22.84069], [16.17868, -3.57925, -22.32008], [15.71917, -1.80349, -20.53997], [15.00336, -3.38452, -20.20917], [14.13720, -1.23235, -18.85311], [12.86381, -2.38666, -19.12749], [12.68966, -0.59560, -19.61912], [4.99607, 0.79374, -28.47917], [4.93638, -0.59513, -28.24248], [4.06989, -1.23515, -29.15053], [4.18375, -2.76197, -29.12184], [5.27711, -3.25755, -29.90850], [5.49731, -4.69507, -29.75398], [6.44611, -5.00533, -28.58490], [7.62168, -4.23609, -28.69866], [8.48673, -4.33476, -27.59957], [4.00295, 1.24837, -28.44657], [5.55618, 1.03778, -29.38634], [5.58706, 1.22407, -27.66841], [4.29929, -0.89914, -30.16868], [3.01538, -0.98887, -28.97761], [3.24557, -3.19441, -29.48223], [4.21943, -3.07963, -28.06582], [6.13724, -2.79038, -29.64132], [5.88269, -5.21217, -30.63427], [4.51939, -5.13580, -29.54793], [6.72282, -6.06578, -28.63336], [5.91036, -4.86554, -27.63908], [9.04522, -3.40048, -27.50539], [9.19757, -5.15858, -27.70357], [7.90896, -4.36283, -26.66857], [5.29924, 2.25733, -18.76696], [6.25765, 1.43530, -18.13339], [6.09852, 0.06019, -18.32123], [6.26439, -0.42628, -19.76538], [6.33990, -1.88106, -19.82357], [6.63686, -2.37664, -21.20449], [5.39861, -2.25975, -22.10669], [5.52506, -3.07141, -23.26479], [6.48730, -2.58447, -24.18077], [5.72559, 3.25954, -18.79149], [4.39071, 2.25018, -18.15362], [5.10165, 1.96651, -19.79906], [5.13208, -0.29768, -17.92837], [6.79624, -0.48662, -17.68189], [7.18817, 0.03952, -20.14176], [5.47523, -0.05333, -20.41879], [7.22540, -2.12257, -19.38372], [6.96171, -3.40941, -21.07452], [7.44504, -1.78164, -21.63765], [5.35497, -1.20301, -22.37417], [4.51298, -2.61471, -21.58044], [6.24176, -1.56476, -24.47504], [6.69108, -3.24105, -25.02764], [7.50767, -2.57658, -23.77139], [10.68067, -9.98491, -18.67026], [11.03205, -9.15197, -19.76579], [11.76547, -9.77843, -20.79077], [11.97532, -8.82680, -21.96312], [10.73435, -8.67780, -22.70574], [10.79167, -7.72322, -23.79270], [9.42706, -7.24118, -24.18804], [8.83866, -6.57683, -23.09383], [7.66057, -5.85342, -23.48019], [11.58920, -10.22498, -18.11614], [10.09686, -10.84311, -19.00922], [10.00612, -9.43254, -18.01732], [11.34707, -10.71945, -21.15764], [12.76121, -10.02146, -20.39583], [12.68120, -9.27310, -22.67011], [12.39021, -7.85469, -21.66631], [10.00850, -8.34815, -22.07495], [11.26367, -8.18515, -24.67011], [11.46774, -6.86747, -23.63268], [8.82942, -8.11091, -24.48923], [9.50895, -6.51408, -25.00539], [6.98282, -6.54886, -23.97225], [7.94778, -4.98801, -24.08133], [7.22245, -5.44549, -22.57154], [1.10306, -3.59232, -11.31040], [1.53986, -3.31282, -12.62078], [2.74455, -2.53646, -12.61195], [3.33025, -2.54238, -14.01032], [2.39565, -1.88342, -14.92180], [2.60512, -2.21515, -16.33301], [1.52595, -1.66332, -17.25066], [0.33075, -2.40490, -17.09508], [-0.76350, -1.69604, -17.62527], [1.62827, -4.42150, -10.82680], [0.04899, -3.86647, -11.34479], [1.18767, -2.71137, -10.66773], [3.41332, -3.13730, -11.98805], [2.53968, -1.52251, -12.26437], [3.44690, -3.59255, -14.30805], [4.27708, -2.00489, -14.08530], [1.48316, -2.31108, -14.76380], [2.72044, -3.29172, -16.51176], [3.58525, -1.85161, -16.65930], [2.01459, -1.79629, -18.22462], [1.44433, -0.57751, -17.14600], [-0.64537, -1.42246, -18.67990], [-1.01552, -0.82025, -17.02113], [-1.63638, -2.35143, -17.64467]],
  "mulliken_charge": [-0.882, 0.534, -0.402, -0.502, 0.306, 0.502, -0.035, 0.088, 0.228, 0.294, 0.385, -0.960, -0.468, -0.011, 0.111, 0.023, 0.394, 0.261, 0.285, -0.040, -0.918, 0.558, 1.879, -0.592, 0.324, 0.304, 0.372, -0.712, -0.832, 0.344, 1.043, -0.501, -0.517, -0.445, -0.628, -0.286, 0.398, 0.293, 0.313, 0.339, -0.091, -0.228, -0.661, -0.678, 0.429, -0.099, 0.118, 0.387, 0.500, 0.308, -0.574, 0.099, -0.661, 1.062, 0.271, 0.338, -0.279, 0.411, -0.086, -0.164, -0.357, 0.057, -0.561, -0.571, 0.343, 0.109, -0.200, 0.426, 0.372, 0.367, -0.365, -0.176, 0.031, -0.554, 0.023, 0.400, 0.578, -0.053, -0.127, 0.349, 1.474, -0.337, -0.579, -0.788, 0.012, -0.611, 0.465, -0.347, -0.128, 0.453, -0.177, 1.659, -0.564, -0.405, 0.004, -0.093, -1.041, -0.131, -0.158, 0.365, -0.779, 0.449, -0.585, -0.499, 0.352, 0.376, 0.497, -0.372, 0.264, 0.318, -0.822, 0.342, -0.689, -0.088, 0.420, 0.341, 0.520, -0.416, 0.360, 0.075, 0.318, 0.209, -0.352, 0.062, 0.364, -0.051, -0.653, 0.175, 0.243, -0.689, -0.283, -0.249, 0.171, -0.678, -0.048, 0.452, 0.336, 0.104, -0.408, 0.317, 0.178, 0.021, -0.524, -0.886, -0.194, -0.737, -0.732, -0.096, -0.875, 0.519, -0.306, -0.395, 0.546, 0.148, 0.378, 0.401, -0.044, 0.378, 0.369, 0.432, 0.402, 0.450, 0.258, 0.187, -0.754, 0.014, -1.052, -0.215, -0.392, -0.907, -0.139, -0.426, -0.599, 0.365, 0.336, 0.048, 0.493, 0.413, 0.368, 0.184, 0.301, 0.356, 0.376, 0.457, 0.042, 0.310, 0.332, 0.190, 2.015, -0.377, -0.525, -0.320, 2.182, 0.913, 0.841, 1.433, 0.742, -1.071, -0.236, -0.520, -0.429, 0.307, 0.276, -0.343, -0.908, 0.060, -0.767, -0.977, -0.268, -1.164, -0.352, -0.163, -0.820, -0.139, -0.859, -0.369, -0.326, -0.633, -0.579, -0.273, 0.109, 0.334, 0.327, 0.203, 0.412, 0.452, 0.412, 0.207, 0.253, 0.582, 0.061, 0.399, 0.192, 0.339, -0.063, -0.319, -0.779, -0.310, -0.799, -0.220, -0.192, -0.758, 0.320, -0.502, -0.817, 0.274, 0.250, 0.318, 0.465, 0.347, 0.380, 0.003, 0.445, 0.539, -0.070, -0.064, 0.263, 0.226, 0.280, 0.343],
  "e_tot_ha": -5437.7208,
  "total_charge": 0,
  "multiplicity": 1,
  "gap_ev": 8.8
}